Record 1
DFT (ωB97M-V/def2-TZVPD) results for a single C5H8N2O molecule.

Each atom is followed by the atoms it is bonded to, with distances in Å.
Element x y z (Å)
1 H 2.217 -0.861 1.009  N2 1.022
2 N 1.997 -0.074 1.623  H1 1.022, C3 1.308
3 C 1.076 0.709 1.124  N2 1.308, C4 1.502, H10 1.108
4 C -0.371 0.429 1.415  C3 1.502, C5 1.322, H11 1.083
5 C -0.963 -0.052 0.335  C4 1.322, N6 1.346, C7 1.709
6 N -2.234 -0.248 -0.064  C5 1.346, H12 1.014, H13 1.016
7 C 0.298 -0.087 -0.817  C5 1.709, C8 1.339, O9 1.381
8 C 0.784 -1.271 -1.210  C7 1.339, H14 1.083, H15 1.083
9 O 0.140 0.910 -1.760  C7 1.381, H16 0.969
10 H 1.262 1.793 0.993  C3 1.108
11 H -0.858 0.852 2.285  C4 1.083
12 H -2.847 0.559 -0.050  N6 1.014
13 H -2.378 -0.867 -0.856  N6 1.016
14 H 0.938 -2.063 -0.488  C8 1.083
15 H 1.094 -1.441 -2.234  C8 1.083
16 H -0.156 1.712 -1.304  O9 0.969

Summary:
Spin multiplicity ... 1
Kohn-Sham gap (alpha / beta) ... 7.34 / 7.35 eV
E_HOMO (alpha / beta) ... -7.8256 / -7.8387 eV
SMILES string ... [H]/N=C\C=C(\N)C(=C)O


Record 2
DFT (ωB97M-V/def2-TZVPD) results for a single C5H8N2O molecule.

Each atom is followed by the atoms it is bonded to, with distances in Å.
Element x y z (Å)
1 C -1.119 -0.843 0.262  C2 1.567, H9 1.285, H10 1.144, H11 1.181
2 C 0.401 -0.511 0.081  C1 1.567, C3 1.603, C4 1.473, C6 1.594
3 C 0.668 -0.635 -1.495  C2 1.603, H12 1.137, H13 1.040, H14 1.102
4 C 1.291 -1.136 1.075  C2 1.473, N5 1.320
5 N 2.042 -1.319 2.145  C4 1.320
6 C 0.252 0.973 0.642  C2 1.594, N7 1.334, O8 1.324
7 N -0.254 1.937 -0.127  C6 1.334, H15 1.102, H16 1.225
8 O 0.625 1.290 1.873  C6 1.324
9 H -1.384 -0.236 1.363  C1 1.285
10 H -1.450 -1.937 0.210  C1 1.144
11 H -1.579 0.095 -0.290  C1 1.181
12 H 0.637 -1.676 -1.950  C3 1.137
13 H 0.049 -0.076 -2.116  C3 1.040
14 H 1.644 -0.190 -1.751  C3 1.102
15 H -0.484 2.667 0.665  N7 1.102
16 H -1.338 1.597 -0.586  N7 1.225

Summary:
Spin multiplicity ... 1
Kohn-Sham gap ... 10.15 eV
E_HOMO ... -10.1528 eV
SMILES string ... CC(C)(C#N)C(N)=O


Respective ΔE to the lowest compared entry with this formula, charge and spin values: 136.6; 119.8 kcal per mole.